{
  "formula": "C15H27IN3O5PtSb",
  "method": "ωB97M-V with the def2-TZVPD basis set",
  "species": ["Pt", "O", "C", "C", "N", "C", "C", "O", "O", "C", "C", "O", "O", "H", "H", "H", "H", "H", "H", "H", "H", "H", "I", "C", "C", "N", "N", "C", "H", "H", "H", "C", "C", "Sb", "C", "C", "C", "C", "H", "H", "H", "H", "H", "H", "H", "H", "H", "H", "H", "H", "H", "H", "H"],
  "coordinates": [[8.31259, 8.99931, 10.85537], [7.67239, 10.56232, 12.08918], [6.53932, 11.25850, 11.65126], [5.54248, 10.13887, 11.33391], [5.99344, 9.38590, 10.09694], [5.22097, 8.28334, 9.58039], [4.93758, 7.32939, 10.71990], [4.08222, 7.60848, 11.56024], [5.67398, 6.18071, 10.95402], [6.13549, 10.36573, 8.95014], [7.54497, 10.92077, 8.80922], [7.74400, 11.94711, 8.13107], [8.57748, 10.31334, 9.40285], [8.17491, 10.88759, 12.89041], [6.72321, 11.96659, 10.80852], [6.20819, 11.85456, 12.52884], [4.49217, 10.45897, 11.20514], [5.57320, 9.54736, 12.19084], [5.75890, 7.73307, 8.77885], [4.17926, 8.48470, 9.18782], [5.37357, 11.13788, 8.97015], [5.97519, 9.67678, 8.05287], [10.15707, 6.19054, 5.86364], [9.44005, 6.48073, 7.78803], [8.67517, 5.62834, 8.57234], [8.30848, 6.29514, 9.69730], [8.70142, 7.58763, 9.60506], [9.57657, 7.71286, 8.43907], [8.25284, 4.65919, 8.48815], [6.53184, 6.13253, 10.51016], [10.29760, 8.56213, 8.30259], [9.48554, 9.25781, 15.53652], [8.52401, 8.19349, 14.87020], [9.12280, 7.50125, 12.86721], [11.16924, 8.26958, 13.05223], [12.01216, 7.56829, 14.14892], [9.33001, 5.23420, 13.16084], [7.98383, 4.65726, 13.57942], [9.35634, 10.32074, 15.24912], [10.54074, 9.05685, 15.40676], [9.33486, 9.24617, 16.60943], [7.49648, 8.53080, 14.77064], [8.61193, 7.30857, 15.55765], [10.98228, 9.32970, 13.17312], [11.52579, 8.14813, 12.03666], [11.29531, 7.03400, 14.80730], [12.50163, 8.33282, 14.77263], [12.78320, 6.93015, 13.73110], [10.11900, 5.16012, 13.84871], [9.60267, 5.04200, 12.12062], [7.43374, 5.20286, 14.37253], [8.18030, 3.62088, 13.93387], [7.22003, 4.68091, 12.76385]],
  "forces_ev_per_a": [[-2.86, -0.36, 0.93], [2.31, 0.57, 2.13], [-1.71, 1.36, 0.32], [-0.69, 1.05, -1.60], [0.88, 2.18, 0.15], [-1.13, -2.46, 0.13], [-1.18, -1.00, 3.52], [1.67, -0.41, -2.20], [-0.87, 1.34, -0.26], [0.74, -2.29, -0.87], [1.23, 3.25, -1.43], [-0.76, -2.95, 1.69], [0.04, 1.99, -1.98], [-1.09, 0.00, -1.37], [0.23, -0.57, 0.69], [-0.33, -0.29, -0.80], [0.51, 0.16, -0.07], [-0.18, -1.52, 1.15], [-0.02, 0.67, 0.41], [1.14, 0.61, 0.34], [0.00, 0.10, 0.01], [0.21, 1.48, 0.77], [-0.48, 0.07, 1.49], [1.50, 0.14, -2.62], [-1.44, 1.05, 3.12], [-0.38, -0.78, -2.06], [4.66, -1.94, -5.35], [-1.89, 0.61, 3.54], [0.24, -0.80, -0.59], [0.25, 0.14, -0.57], [-1.33, -0.80, -0.09], [-0.64, 0.33, -0.54], [1.32, 0.21, 0.71], [1.57, -0.69, 3.19], [-0.61, -0.65, -0.75], [-1.06, 0.77, 0.21], [-2.13, 1.13, -1.74], [-0.67, 0.00, -0.17], [-0.26, -0.59, -0.19], [0.02, -0.26, -0.14], [-0.27, -0.09, 0.23], [-0.07, -0.07, 0.39], [-0.53, 0.46, -0.96], [0.22, 0.23, 0.31], [0.59, -0.01, -0.08], [0.92, -0.09, -0.14], [-0.09, -0.32, -0.24], [-0.18, -0.25, 0.02], [1.13, -0.04, 0.90], [0.16, -0.58, 0.38], [0.81, -0.26, 0.02], [-0.41, 0.55, -0.26], [0.90, -0.39, 0.31]],
  "nbo_charge": [1.098, -0.765, -0.099, -0.259, -0.371, -0.360, 0.760, -0.532, -0.691, -0.358, 0.729, -0.513, -0.735, 0.545, 0.222, 0.236, 0.252, 0.234, 0.230, 0.273, 0.262, 0.252, 0.725, -0.258, -0.065, -0.276, -0.413, -0.006, 0.263, 0.503, 0.292, -0.636, -0.732, 1.172, -0.699, -0.636, -0.496, -0.673, 0.206, 0.219, 0.252, 0.238, 0.259, 0.229, 0.227, 0.200, 0.247, 0.247, 0.233, 0.227, 0.234, 0.265, 0.239],
  "lumo_ev": [-5.9830, -10.5844],
  "multiplicity": 5,
  "homo_energy_ev": [-12.69, -15.30],
  "relative_energy_kcal_mol": 0.0,
  "homo_lumo_gap_ev": [6.70, 4.71],
  "charge": 2,
  "s2": 6.02
}